A structure of composition C29H33BiN3O8P2S2, computed with wB97M-V/def2-TZVPD.

Last column: natural (NBO) charge in e.
Positions of all 78 atoms, in Å:
Bi: 0.621 -0.167 0.909  1.701
C: -0.885 0.747 7.781  -0.603
C: -0.363 0.305 6.413  -0.078
C: 1.105 -0.112 6.576  -0.594
C: -1.188 -0.905 5.953  -0.597
C: -0.471 1.414 5.366  0.016
C: -1.027 2.658 5.643  -0.271
C: -1.135 3.626 4.643  -0.207
C: -0.683 3.348 3.376  -0.248
S: -0.740 4.379 1.954  0.237
C: -0.069 3.009 0.904  -0.028
N: 0.309 1.944 1.764  -0.819
C: -0.111 2.103 3.062  0.269
C: -0.015 1.152 4.072  -0.307
C: -0.909 1.881 -1.060  0.347
C: -1.376 2.352 -2.283  -0.262
C: -1.250 1.571 -3.415  -0.197
C: -0.640 0.326 -3.333  -0.249
C: -0.166 -0.125 -2.115  -0.125
C: -0.307 0.633 -0.951  -0.538
H: -0.781 -0.076 8.491  0.203
H: -1.941 1.021 7.738  0.208
H: -0.323 1.599 8.169  0.207
H: 1.191 -0.904 7.326  0.197
H: 1.713 0.736 6.897  0.209
H: 1.521 -0.488 5.642  0.211
H: -1.125 -1.709 6.691  0.195
H: -0.840 -1.294 4.995  0.221
H: -2.238 -0.629 5.830  0.213
H: -1.390 2.895 6.633  0.205
H: -1.580 4.588 4.868  0.207
H: 0.413 0.182 3.845  0.205
H: -1.805 3.345 -2.316  0.226
H: -1.601 1.947 -4.369  0.204
H: -0.512 -0.281 -4.221  0.205
H: 0.336 -1.082 -2.062  0.219
O: 4.549 1.453 -0.909  -0.993
P: 2.967 1.286 -1.156  2.572
O: 2.620 1.512 -2.563  -1.122
O: 2.570 0.039 -0.397  -1.184
O: 2.406 2.489 -0.187  -1.126
P: 1.407 3.687 -0.022  2.365
O: 2.218 4.464 1.119  -0.988
O: 1.024 4.478 -1.192  -1.078
O: -1.151 2.712 0.018  -0.577
H: 4.916 1.942 -1.654  0.499
H: 1.624 5.053 1.607  0.507
C: -4.523 1.073 -0.388  -0.622
C: -4.465 -0.100 0.577  -0.215
N: -3.689 -1.221 0.055  -0.405
C: -4.256 -1.925 -1.095  -0.214
C: -3.529 -1.645 -2.401  -0.618
C: -2.549 -1.669 0.604  0.394
S: -1.874 -0.871 1.994  -0.352
N: -2.088 -2.824 0.128  -0.663
C: -0.816 -3.166 0.030  0.656
O: 0.166 -2.391 -0.076  -0.734
C: -0.539 -4.639 -0.057  -0.050
C: 0.762 -5.072 -0.290  -0.186
C: 1.045 -6.428 -0.359  -0.226
C: 0.030 -7.360 -0.192  -0.209
C: -1.270 -6.932 0.042  -0.231
C: -1.554 -5.576 0.107  -0.188
H: -5.100 1.886 0.056  0.212
H: -4.997 0.799 -1.332  0.194
H: -3.520 1.441 -0.600  0.238
H: -5.474 -0.469 0.791  0.178
H: -4.015 0.208 1.515  0.247
H: -5.298 -1.607 -1.172  0.189
H: -4.242 -2.995 -0.880  0.217
H: -3.493 -0.576 -2.613  0.217
H: -4.041 -2.149 -3.224  0.202
H: -2.504 -2.010 -2.357  0.228
H: 1.538 -4.329 -0.415  0.239
H: 2.060 -6.757 -0.542  0.208
H: 0.252 -8.419 -0.244  0.204
H: -2.064 -7.656 0.175  0.205
H: -2.561 -5.225 0.288  0.229

2S+1 = 1
E_HOMO = -4.9 eV
E_LUMO = 2.5046 eV
energy above the lowest of the compared OMol25 structures with the same formula, charge and spin = 0.0 kcal per mole
net charge = -1



A structure of composition C28H27CrN3SSi at a distorted geometry, computed with wB97M-V/def2-TZVPD.

Last column: Löwdin spin population.
Positions of all 61 atoms, in Å:
C: 0.890 -3.063 0.283  0.039
C: 1.984 -2.193 0.536  0.051
C: 1.738 -1.467 1.726  0.054
H: 2.916 -2.165 -0.034  0.002
C: 0.466 -1.868 2.257  0.025
C: -0.048 -2.951 1.364  -0.007
H: -0.805 -3.687 1.634  0.003
H: 0.840 -3.836 -0.478  0.004
H: 2.448 -0.821 2.249  0.003
H: 0.126 -1.671 3.275  0.006
Cr: -0.866 -1.049 0.742  3.489
C: -0.282 0.657 0.138  0.041
H: 0.625 1.044 0.608  0.014
H: -0.032 0.360 -0.908  0.024
H: -0.979 1.512 0.054  0.010
Si: 2.799 0.751 -2.223  0.001
C: 1.813 1.460 -3.623  0.000
C: 2.094 1.195 -4.978  0.000
H: 2.843 0.441 -5.237  0.000
C: 1.390 1.883 -5.979  0.000
H: 1.644 1.723 -7.033  0.000
C: 0.349 2.759 -5.623  0.000
H: -0.195 3.302 -6.401  0.000
C: -0.022 2.918 -4.278  0.000
H: -0.873 3.549 -4.000  0.000
C: 0.709 2.261 -3.279  0.001
H: 0.395 2.344 -2.234  0.001
C: 3.437 2.115 -1.143  0.000
C: 4.255 3.130 -1.668  0.000
H: 4.394 3.212 -2.748  0.000
C: 4.917 4.002 -0.797  0.000
H: 5.601 4.746 -1.204  0.000
C: 4.707 3.902 0.583  0.000
H: 5.258 4.550 1.264  0.000
C: 3.793 2.970 1.093  0.000
H: 3.561 2.938 2.160  0.000
C: 3.178 2.057 0.232  0.001
H: 2.512 1.280 0.614  0.001
H: 1.912 -0.155 -1.471  0.001
H: 3.936 0.074 -2.653  0.000
N: -4.451 -1.253 2.531  0.027
C: -3.939 -2.055 3.548  -0.001
C: -4.661 -2.851 4.412  0.005
C: -3.965 -3.845 5.111  -0.004
C: -2.592 -4.021 4.901  0.005
C: -1.886 -3.227 3.983  -0.004
C: -2.573 -2.225 3.283  0.008
N: -2.299 -1.515 2.096  0.016
C: -3.455 -0.960 1.666  0.060
C: -3.600 -0.452 0.332  0.022
C: -4.658 0.154 -0.312  0.004
S: -4.223 0.595 -1.952  0.015
C: -2.648 -0.059 -1.690  0.053
N: -2.461 -0.587 -0.460  0.024
H: -5.410 -0.940 2.409  0.001
H: -5.732 -2.669 4.503  0.000
H: -4.502 -4.495 5.803  0.000
H: -2.072 -4.806 5.449  0.000
H: -0.824 -3.378 3.827  0.000
H: -5.621 0.324 0.167  0.000
H: -1.858 0.057 -2.428  0.004

2S+1 = 5
E_HOMO (spin up / spin down) = -5.3 / -7.1 eV
E_LUMO (spin up / spin down) = -0.6525 / -0.5878 eV
energy above the lowest of the compared OMol25 structures with the same formula, charge and spin = 0.0 kcal per mole
net charge = 0



The molecule C3H4N2O3 at a distorted geometry, computed with wB97M-V/def2-TZVPD.

Last column: natural (NBO) charge in e.
Positions of all 12 atoms, in Å:
O: -2.094 -2.054 -1.133  -0.557
C: -1.524 -1.036 -1.465  0.522
N: -0.618 -0.339 -0.683  -0.482
N: -0.304 -0.848 0.539  -0.218
C: 0.527 -0.388 1.373  0.308
O: 1.424 0.796 1.460  -0.520
C: 1.468 1.789 0.581  0.671
O: 0.988 1.828 -0.546  -0.606
H: -1.651 -0.592 -2.470  0.124
H: -0.077 0.488 -0.956  0.422
H: 0.768 -0.963 2.252  0.194
H: 2.042 2.637 0.999  0.141

2S+1 = 1
E_HOMO = -9.7 eV
SMILES = O=CN/N=C\OC=O
E_LUMO = 0.4047 eV
energy above the lowest of the compared OMol25 structures with the same formula, charge and spin = 48.9 kcal per mole
net charge = 0



A structure of composition C2H2BrF5O9P2S at a distorted geometry, computed with wB97M-V/def2-TZVPD.

Last column: natural (NBO) charge in e.
Positions of all 22 atoms, in Å:
O: -2.950 -0.873 2.338  -0.995
P: -3.360 -0.550 0.847  2.328
O: -3.640 -1.991 -0.142  -0.914
O: -4.956 0.225 0.957  -0.934
O: -2.342 0.570 0.006  -0.982
P: -0.647 0.203 0.136  2.345
O: 0.003 1.464 0.903  -0.955
O: -0.287 -1.307 0.962  -0.784
Br: -0.347 -2.661 -0.316  0.381
O: -0.042 0.009 -1.489  -0.883
S: 1.473 0.754 -1.719  2.042
O: 1.885 0.385 -3.201  -0.780
O: 1.237 2.282 -1.745  -0.752
C: 2.860 0.142 -0.647  0.407
F: 2.681 -1.302 -0.246  -0.306
F: 4.131 0.148 -1.462  -0.273
C: 3.179 0.960 0.722  0.936
F: 2.559 0.334 1.946  -0.300
F: 2.917 2.413 0.702  -0.281
F: 4.666 0.821 0.959  -0.318
H: -3.558 -1.623 -1.092  0.500
H: -5.461 -0.405 1.582  0.518

2S+1 = 1
E_HOMO = -11.6 eV
E_LUMO = -2.4508 eV
net charge = 0



A structure of composition C13H11AsCl2CoF6N2O6 at a distorted geometry, computed with wB97M-V/def2-TZVPD.

Last column: natural (NBO) charge in e.
Positions of all 42 atoms, in Å:
Co: -1.468 0.696 0.914  1.249
O: -0.059 -0.077 2.118  -0.483
N: 1.097 -0.009 1.602  0.179
N: 1.125 0.667 0.529  0.125
O: 0.034 1.222 0.026  -0.551
C: 2.316 0.770 -0.253  0.181
C: 3.557 0.512 0.313  -0.238
C: 4.680 0.564 -0.495  -0.206
C: 4.562 0.879 -1.845  -0.217
C: 3.316 1.166 -2.380  -0.200
C: 2.179 1.118 -1.586  -0.238
H: 3.624 0.268 1.364  0.239
H: 5.653 0.366 -0.066  0.213
H: 5.442 0.900 -2.475  0.210
H: 3.222 1.430 -3.426  0.218
H: 1.197 1.358 -1.972  0.271
O: -4.121 1.954 3.207  -0.781
Cl: -2.914 1.213 3.115  2.530
O: -2.606 0.538 4.331  -0.796
O: -1.798 2.048 2.676  -0.849
O: -3.033 0.196 2.008  -0.862
F: -2.685 2.033 -0.022  -0.628
As: -2.807 2.731 -1.682  2.849
F: -1.435 1.781 -2.153  -0.633
F: -3.824 1.396 -2.089  -0.625
F: -2.938 3.384 -3.261  -0.623
F: -4.169 3.619 -1.137  -0.614
F: -1.752 3.991 -1.178  -0.616
Cl: 1.679 -5.284 1.359  -0.027
C: 0.645 -3.979 0.843  -0.044
C: -0.558 -3.760 1.499  -0.233
C: -1.375 -2.725 1.083  -0.194
C: -1.008 -1.895 0.020  0.033
C: -1.840 -0.745 -0.370  -0.513
C: 0.205 -2.145 -0.621  -0.239
C: 1.035 -3.179 -0.215  -0.228
H: -0.837 -4.386 2.336  0.223
H: -2.302 -2.524 1.609  0.227
H: -2.908 -0.887 -0.218  0.220
H: -1.613 -0.330 -1.346  0.233
H: 0.507 -1.512 -1.450  0.218
H: 1.978 -3.362 -0.714  0.221

2S+1 = 1
E_HOMO (spin up / spin down) = -6.4 / -6.3 eV
E_LUMO (spin up / spin down) = 1.8390 / 2.2559 eV
energy above the lowest of the compared OMol25 structures with the same formula, charge and spin = 2.3 kcal per mole
net charge = -1



A cluster of 2 separate species, C2H8OS2 in total at a distorted geometry, computed with wB97M-V/def2-TZVPD.

Last column: natural (NBO) charge in e.
Positions of all 13 atoms, in Å:
C: 2.565 0.795 0.606  -0.652
C: 2.806 2.233 0.232  -0.061
O: 2.565 2.554 -1.169  -0.731
H: 1.770 0.357 -0.002  0.211
H: 2.592 0.663 1.682  0.226
H: 3.448 0.366 0.113  0.214
H: 2.112 2.962 0.673  0.156
H: 3.801 2.607 0.472  0.180
H: 1.688 2.195 -1.412  0.457
S: -6.240 -4.486 0.560  -0.128
S: -6.618 -3.261 -1.167  -0.131
H: -4.931 -4.505 0.317  0.128
H: -5.557 -2.479 -0.904  0.131

2S+1 = 1
E_HOMO = -9.0 eV
SMILES = CCO.SS
E_LUMO = 0.0120 eV
energy above the lowest of the compared OMol25 structures with the same formula, charge and spin = 31.9 kcal per mole
net charge = 0